DFT (ωB97M-V/def2-TZVPD) results for a molecular structure, C52H69BBeN9O17 at a distorted geometry.

As for the relative energy (zero: lowest compared OMol25 entry of this formula, charge and spin): 13.970 eV. Its highest occupied orbital energy is -0.426 hartree. Its total charge is +1. The value obtained for the total energy is -3833.740345 Ha.

Cartesian coordinates (Å):
Be -8.37 -2.88 -6.72
O -4.47 -2.00 1.99
C -3.49 -1.46 1.48
O -2.36 -1.06 2.12
B -1.50 -0.30 1.14
O -2.14 -0.49 -0.19
C -3.24 -1.19 -0.03
O -3.99 -1.45 -0.99
O -0.14 -0.82 1.14
C 0.72 0.09 1.23
O 1.91 -0.09 1.19
C -0.07 1.41 1.50
O -1.33 1.12 1.46
O 0.40 2.53 1.81
N -12.24 -1.57 -2.55
C -12.09 -2.21 -1.33
C -13.10 -2.23 -0.37
C -14.28 -1.53 -0.60
C -14.44 -0.76 -1.78
C -13.37 -0.81 -2.69
H -11.23 -2.87 -1.23
H -12.94 -2.77 0.56
H -14.95 -1.58 0.25
H -15.34 -0.22 -2.02
H -13.34 -0.19 -3.57
N -8.42 2.84 -6.64
C -7.60 3.48 -5.80
C -7.49 4.90 -5.67
C -8.27 5.69 -6.52
C -9.08 5.06 -7.43
C -9.19 3.63 -7.40
H -7.14 2.83 -5.07
H -6.83 5.33 -4.93
H -8.26 6.77 -6.54
H -9.75 5.64 -8.06
H -9.96 3.22 -8.04
N -2.59 -1.81 -8.39
C -1.62 -1.04 -7.81
C -0.38 -0.75 -8.29
C 0.05 -1.47 -9.40
C -0.80 -2.44 -9.97
C -2.12 -2.51 -9.49
H -1.94 -0.43 -6.97
H 0.35 -0.11 -7.83
H 1.04 -1.25 -9.77
H -0.40 -3.13 -10.70
H -2.73 -3.21 -10.03
C -4.93 8.80 2.26
C -3.96 8.19 1.25
O -4.19 8.99 0.09
C -4.99 10.04 0.29
O -5.29 10.91 -0.51
O -5.43 9.96 1.55
H -4.41 9.14 3.16
H -5.75 8.11 2.44
H -4.28 7.15 1.17
H -2.94 8.24 1.64
C 0.66 4.52 8.80
C 0.03 3.24 8.46
O -1.37 3.55 8.53
C -1.52 4.82 8.38
O -2.57 5.43 8.23
O -0.36 5.43 8.45
H 1.61 4.71 8.31
H 0.75 4.66 9.88
H 0.41 2.49 9.14
H 0.22 2.93 7.43
C 2.08 -6.07 6.86
C 1.07 -4.93 6.71
O 1.80 -3.85 7.23
C 3.09 -4.15 7.32
O 3.92 -3.31 7.61
O 3.28 -5.41 7.12
H 2.13 -6.62 5.92
H 1.85 -6.79 7.64
H 0.15 -4.99 7.29
H 0.78 -4.70 5.69
C 2.49 9.76 -5.53
C 3.38 9.08 -4.49
C 2.63 8.50 -3.33
C 1.62 7.49 -3.77
N 0.84 6.72 -4.14
H 1.97 10.63 -5.13
H 1.73 9.11 -5.96
H 3.05 10.25 -6.33
H 4.15 9.75 -4.11
H 3.94 8.25 -4.93
H 2.01 9.26 -2.85
H 3.29 8.04 -2.59
C 8.19 4.28 6.11
C 8.73 3.02 6.74
C 10.19 3.17 7.22
C 11.17 3.62 6.24
N 11.96 3.91 5.45
H 8.93 4.57 5.36
H 8.15 5.10 6.82
H 7.15 4.18 5.79
H 8.75 2.20 6.02
H 7.99 2.73 7.48
H 10.46 2.17 7.57
H 10.20 3.87 8.05
C 7.05 1.94 -4.64
C 8.09 0.84 -4.32
C 7.45 -0.54 -4.25
C 7.21 -1.00 -5.59
N 6.95 -1.39 -6.66
H 7.50 2.91 -4.44
H 6.14 1.94 -4.04
H 6.91 1.88 -5.72
H 8.62 1.17 -3.43
H 8.87 0.90 -5.07
H 6.51 -0.64 -3.71
H 8.12 -1.23 -3.76
C 11.70 -2.48 2.04
C 12.27 -3.79 1.38
C 13.51 -4.27 2.06
C 14.54 -3.23 2.22
N 15.33 -2.45 2.31
H 10.72 -2.21 1.64
H 12.39 -1.64 1.98
H 11.50 -2.65 3.10
H 12.48 -3.58 0.33
H 11.50 -4.56 1.43
H 14.11 -5.06 1.60
H 13.25 -4.51 3.09
C -8.44 -9.61 1.26
C -9.36 -9.13 2.45
C -8.94 -9.88 3.71
C -9.13 -11.32 3.67
N -9.34 -12.48 3.61
H -7.40 -9.58 1.59
H -8.54 -9.01 0.36
H -8.49 -10.67 1.02
H -10.38 -9.28 2.10
H -9.28 -8.06 2.61
H -9.58 -9.48 4.50
H -7.88 -9.80 3.96
C 0.92 -7.20 -0.25
C 2.45 -7.29 -0.58
C 2.77 -7.05 -2.03
C 4.21 -7.20 -2.41
N 5.33 -7.38 -2.62
H 0.69 -6.15 -0.08
H 0.66 -7.65 0.70
H 0.23 -7.62 -0.98
H 2.77 -8.31 -0.40
H 3.02 -6.63 0.08
H 2.47 -6.03 -2.28
H 2.14 -7.69 -2.65

Löwdin atomic charge list, values in e, 4 entries: atom 1 (Be): 0.557, atom 2 (O): 0.179, atom 3 (C): -0.293, atom 4 (O): 0.227